1.
{"formula": "C11H10ClO2", "method": "ωB97M-V/def2-TZVPD", "relative_energy_kcal_mol": 0.00, "lumo_ha": 0.1086, "smiles": "C=C(Cl)c1ccccc1CCC(=O)[O-]", "total_charge": -1, "species": ["C", "C", "Cl", "C", "C", "C", "C", "C", "C", "C", "C", "C", "O", "O", "H", "H", "H", "H", "H", "H", "H", "H", "H", "H"], "coordinates": [[-2.042, 1.081, 1.491], [-1.252, 1.407, 0.433], [-1.912, 2.417, -0.694], [0.179, 1.152, 0.315], [0.956, 2.202, -0.168], [2.292, 2.126, -0.560], [2.859, 0.844, -0.487], [2.107, -0.230, -0.022], [0.754, -0.134, 0.367], [-0.014, -1.423, 0.498], [-0.816, -1.589, -0.791], [-1.943, -2.764, -0.497], [-2.500, -2.636, 0.607], [-2.164, -3.567, -1.356], [-1.482, 0.411, 2.173], [-3.119, 1.406, 1.560], [0.484, 3.125, -0.345], [2.689, 3.029, -1.036], [3.977, 0.654, -0.780], [2.591, -1.249, -0.011], [0.589, -2.305, 0.669], [-0.966, -1.523, 1.222], [0.018, -1.834, -1.605], [-1.286, -0.599, -0.982]], "forces_ev_per_a": [[1.24, -0.34, -1.00], [-1.34, -0.81, 3.78], [-1.26, 1.71, -2.36], [1.03, -0.77, -0.91], [0.94, -0.23, -0.06], [-0.94, -0.87, 0.04], [2.23, 0.12, -0.28], [0.52, -0.85, 0.17], [0.58, -0.34, 0.05], [-2.90, 0.50, 1.41], [1.35, -1.18, -1.01], [0.90, 2.81, 0.89], [-0.06, 0.34, 0.95], [-0.16, -2.16, -2.62], [-1.17, 0.49, 0.09], [1.49, -0.69, 0.07], [-0.60, 1.06, 0.02], [0.43, -0.61, 0.34], [-2.28, 0.42, 0.45], [-0.64, 1.20, 0.00], [0.46, 0.05, 0.09], [2.38, 0.65, -0.78], [-2.23, 0.37, 1.02], [0.03, -0.89, -0.34]]}

=====

2.
{"formula": "C11H10FN", "method": "ωB97M-V/def2-TZVPD", "relative_energy_kcal_mol": 0.00, "lumo_ha": 0.0187, "smiles": "Cc1ccccc1C1=NCC=C1F", "total_charge": 0, "species": ["C", "C", "C", "C", "C", "C", "C", "C", "N", "C", "C", "C", "F", "H", "H", "H", "H", "H", "H", "H", "H", "H", "H"], "coordinates": [[0.633, -1.183, -1.873], [1.311, -0.494, -0.693], [2.662, -0.629, -0.362], [3.181, 0.002, 0.791], [2.353, 0.617, 1.695], [0.992, 0.660, 1.494], [0.453, 0.193, 0.268], [-0.891, 0.245, -0.040], [-1.573, 0.633, -1.014], [-2.994, 0.635, -0.856], [-3.276, 0.189, 0.568], [-2.122, -0.039, 1.161], [-1.887, -0.352, 2.420], [0.013, -0.264, -2.288], [1.350, -1.482, -2.661], [-0.007, -1.823, -1.385], [3.375, -0.985, -0.968], [4.191, -0.062, 0.796], [2.683, 1.057, 2.609], [0.370, 1.310, 2.126], [-3.371, 0.034, -1.724], [-3.227, 1.714, -0.945], [-4.220, 0.022, 0.881]], "forces_ev_per_a": [[1.20, 5.24, -1.24], [0.07, -0.12, 1.41], [-2.80, 2.78, 2.59], [-2.99, -0.81, -1.52], [0.01, -0.12, 0.56], [-1.20, 0.72, -1.83], [4.51, -1.39, -0.21], [-6.72, 0.49, 3.56], [1.62, 0.14, -1.69], [0.39, 0.13, 0.28], [2.46, 0.03, -2.02], [2.26, 0.64, -2.11], [0.12, -0.30, 0.36], [0.95, -2.38, 0.25], [-0.61, -0.49, 0.74], [-1.53, -2.20, 0.04], [2.05, -1.78, -2.52], [3.07, 0.17, 0.98], [0.65, 0.26, 0.34], [0.16, -0.75, -0.02], [-0.31, 0.60, 1.00], [-0.54, -0.55, -0.33], [-2.81, -0.32, 1.37]]}

=====

3.
{"formula": "C11H10FNaO2S", "method": "ωB97M-V/def2-TZVPD", "relative_energy_kcal_mol": 0.00, "lumo_ha": -0.0465, "total_charge": 0, "species": ["F", "S", "C", "C", "O", "O", "H", "H", "H", "C", "Na", "C", "C", "C", "C", "C", "C", "C", "C", "H", "H", "H", "H", "H", "H", "H"], "coordinates": [[3.912, 0.480, -2.657], [2.878, 1.751, -2.624], [1.366, 0.858, -2.542], [0.188, 1.492, -2.468], [3.149, 2.411, -1.378], [3.064, 2.405, -3.885], [1.521, -0.226, -2.531], [-0.727, 0.906, -2.414], [0.116, 2.576, -2.601], [0.486, 0.382, 2.317], [-2.595, -0.171, 2.787], [0.020, 1.526, 1.638], [-0.868, 1.121, 0.616], [-0.977, -0.299, 0.652], [-0.159, -0.765, 1.748], [-0.304, -2.083, 2.211], [-1.229, -2.921, 1.595], [-1.980, -2.482, 0.493], [-1.870, -1.179, 0.022], [1.186, 0.318, 3.150], [0.325, 2.550, 1.841], [-1.409, 1.736, -0.095], [0.344, -2.431, 3.023], [-1.341, -3.955, 1.937], [-2.639, -3.191, -0.013], [-2.455, -0.809, -0.824]], "forces_ev_per_a": [[-1.15, 1.02, 0.00], [1.39, -0.07, 0.41], [-0.56, -0.13, 0.06], [0.95, -0.35, -0.67], [-0.30, -0.44, -1.12], [-0.26, -0.33, 0.75], [-0.24, 0.47, 0.15], [0.23, 0.19, 0.08], [0.00, -0.40, 0.36], [-0.18, -0.37, 0.25], [0.83, -0.07, -0.61], [0.06, -0.52, -0.17], [-0.28, -0.02, -0.10], [-0.35, 0.71, 0.66], [0.05, 0.80, 0.42], [0.02, -0.45, -0.17], [0.64, -0.35, 0.65], [-0.52, 0.27, -0.70], [-0.06, -0.44, -0.16], [-0.19, 0.25, -0.27], [-0.06, -0.24, -0.05], [0.21, 0.13, 0.16], [-0.38, -0.01, -0.17], [0.06, 0.39, -0.12], [0.11, 0.25, 0.18], [-0.01, -0.29, 0.19]]}

=====

4.
{"formula": "C11H10N2O", "method": "ωB97M-V/def2-TZVPD", "relative_energy_kcal_mol": 141.28, "lumo_ha": [-0.0301, -0.0384], "total_charge": 0, "species": ["C", "C", "C", "C", "C", "C", "C", "C", "C", "C", "C", "N", "N", "O", "H", "H", "H", "H", "H", "H", "H", "H", "H", "H"], "coordinates": [[0.438, -0.150, 1.384], [1.887, -2.564, -2.683], [2.542, -2.143, -1.540], [0.566, -2.147, -2.923], [1.924, -1.213, -0.712], [-0.081, -1.292, -2.069], [0.630, -0.732, -1.016], [-1.850, 1.985, 1.544], [-2.995, 2.204, 2.246], [-0.049, 0.057, -0.005], [-0.539, 2.346, 2.075], [0.962, -0.386, 2.411], [-1.934, 1.532, 0.286], [-1.126, 0.707, -0.295], [2.418, -3.320, -3.386], [3.452, -2.546, -1.115], [0.053, -2.591, -3.727], [2.380, -0.975, 0.231], [-1.109, -1.148, -2.353], [-3.987, 2.151, 1.765], [-2.842, 2.758, 3.161], [0.137, 2.716, 1.408], [-0.281, 1.498, 2.661], [-0.595, 3.254, 2.652]], "forces_ev_per_a": [[0.76, -0.32, 0.51], [0.82, -1.49, -1.33], [-0.44, 0.62, 0.88], [1.88, -0.52, 0.54], [-0.78, -0.26, -0.69], [0.19, -0.03, -1.17], [-0.12, -0.51, 1.05], [-0.54, 0.26, 0.81], [0.25, 0.78, -1.23], [1.85, -0.71, 3.20], [-1.24, 0.37, 2.38], [-1.30, 0.35, -2.39], [-3.14, 0.19, -1.35], [0.51, -0.07, -1.53], [-1.17, 1.40, 1.27], [0.26, -0.18, -0.74], [-0.64, -0.33, -0.96], [0.15, 0.33, 0.10], [-0.29, 0.69, 0.68], [0.68, -0.38, 0.53], [-0.44, -0.18, 0.21], [2.15, -0.19, -2.47], [1.21, 0.12, 0.68], [-0.60, 0.08, 1.01]]}

=====

5.
{"formula": "C11H10N2O4Sc", "method": "ωB97M-V/def2-TZVPD", "relative_energy_kcal_mol": 5.68, "lumo_ha": [-0.5315, -0.5315], "total_charge": 3, "species": ["Sc", "C", "O", "C", "O", "C", "O", "C", "O", "C", "H", "H", "C", "H", "H", "N", "C", "C", "C", "N", "C", "C", "H", "H", "H", "H", "H", "H"], "coordinates": [[0.059, 1.618, 0.065], [0.030, 3.554, 1.118], [0.022, 4.716, 1.286], [0.205, 3.602, -1.438], [0.182, 4.740, -1.600], [-1.934, 2.288, -0.667], [-2.938, 2.831, -0.755], [2.213, 2.154, -0.317], [3.277, 2.589, -0.244], [0.157, -1.195, -4.068], [1.074, -1.790, -3.934], [-0.808, -1.666, -3.775], [0.184, 0.053, -4.556], [-0.757, 0.644, -4.719], [1.156, 0.595, -4.705], [-0.316, -3.248, 3.734], [-0.213, -2.359, 2.712], [0.872, -2.433, 1.799], [0.945, -1.506, 0.770], [0.092, -0.435, 0.729], [-1.013, -0.417, 1.524], [-1.185, -1.354, 2.529], [0.360, -3.988, 3.862], [-1.109, -3.206, 4.365], [1.635, -3.210, 1.889], [1.658, -1.581, -0.063], [-1.801, 0.307, 1.275], [-2.046, -1.304, 3.185]], "forces_ev_per_a": [[0.15, -4.54, -0.55], [-0.16, 8.91, 2.38], [0.05, -7.13, -0.56], [0.03, 4.95, -1.00], [0.15, -4.58, 0.09], [-5.60, 2.38, -0.40], [3.72, -2.12, 0.06], [6.29, 2.10, 0.60], [-4.68, -2.01, -0.56], [-0.47, -0.21, 0.54], [-0.49, 0.33, -0.09], [0.84, 0.21, -0.55], [0.15, 1.28, 0.66], [1.02, -0.72, 0.02], [-1.06, -0.72, -0.33], [-0.16, 1.52, -1.50], [0.40, -1.77, 1.80], [0.33, 0.71, -1.36], [0.31, -0.69, 0.80], [-0.09, 1.79, -1.50], [0.26, -1.32, 1.46], [-0.65, 1.50, -0.73], [-0.02, 0.00, 0.03], [0.20, -0.14, -0.04], [-0.37, 0.16, -0.17], [-0.10, 0.08, 0.72], [0.01, 0.07, 0.33], [-0.08, -0.03, -0.16]]}

=====

Please write out number 5 again, unchanged.
{"formula": "C11H10N2O4Sc", "method": "ωB97M-V/def2-TZVPD", "relative_energy_kcal_mol": 5.68, "lumo_ha": [-0.5315, -0.5315], "total_charge": 3, "species": ["Sc", "C", "O", "C", "O", "C", "O", "C", "O", "C", "H", "H", "C", "H", "H", "N", "C", "C", "C", "N", "C", "C", "H", "H", "H", "H", "H", "H"], "coordinates": [[0.059, 1.618, 0.065], [0.030, 3.554, 1.118], [0.022, 4.716, 1.286], [0.205, 3.602, -1.438], [0.182, 4.740, -1.600], [-1.934, 2.288, -0.667], [-2.938, 2.831, -0.755], [2.213, 2.154, -0.317], [3.277, 2.589, -0.244], [0.157, -1.195, -4.068], [1.074, -1.790, -3.934], [-0.808, -1.666, -3.775], [0.184, 0.053, -4.556], [-0.757, 0.644, -4.719], [1.156, 0.595, -4.705], [-0.316, -3.248, 3.734], [-0.213, -2.359, 2.712], [0.872, -2.433, 1.799], [0.945, -1.506, 0.770], [0.092, -0.435, 0.729], [-1.013, -0.417, 1.524], [-1.185, -1.354, 2.529], [0.360, -3.988, 3.862], [-1.109, -3.206, 4.365], [1.635, -3.210, 1.889], [1.658, -1.581, -0.063], [-1.801, 0.307, 1.275], [-2.046, -1.304, 3.185]], "forces_ev_per_a": [[0.15, -4.54, -0.55], [-0.16, 8.91, 2.38], [0.05, -7.13, -0.56], [0.03, 4.95, -1.00], [0.15, -4.58, 0.09], [-5.60, 2.38, -0.40], [3.72, -2.12, 0.06], [6.29, 2.10, 0.60], [-4.68, -2.01, -0.56], [-0.47, -0.21, 0.54], [-0.49, 0.33, -0.09], [0.84, 0.21, -0.55], [0.15, 1.28, 0.66], [1.02, -0.72, 0.02], [-1.06, -0.72, -0.33], [-0.16, 1.52, -1.50], [0.40, -1.77, 1.80], [0.33, 0.71, -1.36], [0.31, -0.69, 0.80], [-0.09, 1.79, -1.50], [0.26, -1.32, 1.46], [-0.65, 1.50, -0.73], [-0.02, 0.00, 0.03], [0.20, -0.14, -0.04], [-0.37, 0.16, -0.17], [-0.10, 0.08, 0.72], [0.01, 0.07, 0.33], [-0.08, -0.03, -0.16]]}